1.
# CH3N2OS

A gas-phase ion, CH3N2OS (charge -1) (the ωB97M-V functional and the def2-TZVPD basis, OMol25).

Each atom is followed by the atoms it is bonded to, with distances in Å.
Geometry (Å):
1 C -1.0861 -0.1703 0.1461  N2 1.447, H6 1.069, H7 1.044, H8 1.095
2 N 0.2585 -0.6909 0.2636  C1 1.447, N3 1.268
3 N 1.1499 0.1105 -0.1483  N2 1.268, O4 1.363, S5 1.616
4 O 0.8953 1.2916 -0.7794  N3 1.363
5 S 2.6866 -0.3745 -0.0208  N3 1.616
6 H -1.2148 0.2198 -0.8404  C1 1.069
7 H -1.6614 -0.9841 0.4558  C1 1.044
8 H -1.0280 0.5981 0.9234  C1 1.095

The calculation puts the gap between HOMO and LUMO at 7.36 eV. The total charge is -1. The HOMO energy is -3.12 eV. As for the SMILES: C/N=[N+](\[O-])[S-]. The calculated total energy comes out at -16946.639 eV. Its relative energy (zero: lowest compared OMol25 entry of this formula, charge and spin) is 43.3 kJ/mol.


2.
# CH3N2OS

A gas-phase ion, CH3N2OS (charge -1) (the ωB97M-V functional and the def2-TZVPD basis, OMol25).

Each atom is followed by the atoms it is bonded to, with distances in Å.
Geometry (Å):
1 C 0.2038 0.4053 0.5430  N2 1.424, H6 1.134, H7 1.087, H8 1.092
2 N 1.5685 0.0901 0.8028  C1 1.424, N3 1.237
3 N 2.3808 0.0287 -0.1274  N2 1.237, O4 1.355, S5 1.646
4 O 1.9615 0.0856 -1.4151  N3 1.355
5 S 3.9902 -0.1491 0.1706  N3 1.646
6 H -0.3294 -0.5347 0.8860  C1 1.134
7 H 0.0478 1.2799 1.1697  C1 1.087
8 H 0.2350 0.6314 -0.5245  C1 1.092

The calculation puts the gap between HOMO and LUMO at 7.41 eV. The total charge is -1. The HOMO energy is -3.18 eV. As for the SMILES: C/N=[N+](\[O-])[S-]. The calculated total energy comes out at -16946.596 eV. Its relative energy (zero: lowest compared OMol25 entry of this formula, charge and spin) is 47.4 kJ/mol.


3.
# CH3N2OS

2 unconnected molecules or ions with the total composition CH3N2OS (the ωB97M-V functional and the def2-TZVPD basis, OMol25).

Each atom is followed by the atoms it is bonded to, with distances in Å.
Geometry (Å):
1 C 0.3740 1.6459 -0.1100  N3 1.161
2 N -0.1677 -1.7122 0.3451  S5 1.603, H6 1.027, H7 1.063
3 N 0.4103 2.6339 0.4987  C1 1.161, H8 0.962
4 O -0.6597 -0.7730 -1.9098  S5 1.426
5 S 0.3393 -0.8300 -0.8934  N2 1.603, O4 1.426
6 H 0.4860 -2.1903 0.9772  N2 1.027
7 H -1.0443 -2.3128 0.3026  N2 1.063
8 H 0.2620 3.5384 0.7895  N3 0.962

The calculation puts the gap between HOMO and LUMO at 9.98 eV. The total charge is +1. The HOMO energy is -16.49 eV. The calculated total energy comes out at -16938.638 eV. Its relative energy (zero: lowest compared OMol25 entry of this formula, charge and spin) is 0.0 kJ/mol.